C41H70BF3O3PV | wB97M-V/def2-TZVPD

Properties
* E_HOMO (alpha / beta): -0.391 / -0.407 hartree
* LUMO level (alpha / beta): -2.65 / -2.70 eV
* multiplicity: 4
* Kohn-Sham gap (alpha / beta): 8.0 / 8.4 eV
* relative energy (zero: lowest compared OMol25 entry of this formula, charge and spin): 0.000 eV
* charge: +1
* expectation value of S²: 3.756

CARTESIAN COORDINATES (ANGSTROEM)
V -0.205 3.058 -1.908
C -4.196 4.239 4.436
C -3.210 4.039 3.285
C -1.779 3.775 3.741
C -1.503 2.367 4.301
P -0.779 1.264 3.072
C -1.911 1.039 1.714
C -3.321 0.595 2.099
C -4.236 0.453 0.892
C -5.624 -0.067 1.246
C 0.781 1.918 2.460
C 1.880 2.113 3.512
C 3.043 2.916 2.958
C 3.832 2.138 1.929
C -0.437 -0.341 3.818
C 0.000 -1.452 2.852
C 0.160 -2.765 3.617
C 0.609 -3.898 2.705
H -4.331 3.307 4.999
H -5.191 4.433 4.037
H -3.846 5.006 5.122
H -3.175 4.996 2.753
H -3.583 3.322 2.552
H -1.540 4.527 4.498
H -1.078 4.033 2.940
H -2.389 1.915 4.749
H -0.735 2.427 5.078
H -1.512 0.314 0.998
H -1.878 2.015 1.219
H -3.799 1.224 2.853
H -3.246 -0.399 2.566
H -3.804 -0.151 0.089
H -4.324 1.441 0.416
H -5.568 -1.067 1.687
H -6.226 -0.189 0.347
H -6.093 0.591 1.977
H 0.562 2.903 2.044
H 1.055 1.183 1.696
H 2.221 1.160 3.918
H 1.419 2.703 4.311
H 3.693 3.134 3.812
H 2.785 3.904 2.569
H 4.690 2.633 1.473
H 3.233 1.807 1.072
H 4.208 1.204 2.358
H -1.348 -0.633 4.349
H 0.354 -0.190 4.560
H 0.871 -1.184 2.248
H -0.807 -1.596 2.122
H -0.814 -2.987 4.056
H 0.932 -2.679 4.385
H 0.689 -4.852 3.230
H 1.644 -3.729 2.387
H -0.023 -4.034 1.828
B -1.211 4.331 -0.310
H -2.271 4.144 -0.848
H -1.268 5.109 0.590
H -0.824 3.270 0.038
H -0.499 4.746 -1.160
C 0.829 -0.088 -1.120
O 0.230 1.145 -1.226
H 1.806 -0.176 -1.615
H 0.968 -0.395 -0.064
H 0.167 -0.888 -1.505
C -2.828 0.181 -2.930
C -2.514 1.534 -3.485
O -2.056 2.365 -2.710
C -2.912 1.883 -4.879
H -3.880 0.224 -2.631
H -2.216 -0.007 -2.048
H -2.629 -0.605 -3.657
H -2.618 1.085 -5.563
H -2.443 2.810 -5.191
H -4.005 1.901 -4.888
C 4.073 -1.229 -4.114
C 5.448 -0.631 -3.891
O 5.641 0.158 -2.995
C 6.566 -1.139 -4.767
H 4.109 -2.244 -4.507
H 3.595 -0.590 -4.862
H 3.524 -1.254 -3.176
H 6.437 -0.752 -5.779
H 6.645 -2.222 -4.741
H 7.487 -0.700 -4.381
F 3.874 -2.733 3.185
C 4.421 -1.960 2.215
C 3.765 -1.761 1.020
C 4.328 -0.906 0.078
C 5.534 -0.270 0.330
C 6.215 -0.548 1.510
C 5.615 -1.317 2.494
H 2.867 -2.314 0.766
H 3.794 -0.718 -0.843
H 5.929 0.355 -0.460
H 7.175 -0.079 1.685
H 6.100 -1.446 3.452
F -2.993 -3.161 1.893
C -2.606 -3.644 0.692
C -2.472 -4.996 0.474
C -2.001 -5.445 -0.761
C -1.806 -4.552 -1.805
C -1.958 -3.189 -1.583
C -2.344 -2.746 -0.325
H -2.703 -5.751 1.214
H -1.888 -6.512 -0.886
H -1.546 -4.908 -2.792
H -1.693 -2.457 -2.333
H -2.489 -1.682 -0.178
F -0.523 -3.932 -4.766
C -0.391 -2.687 -5.252
C 0.179 -1.729 -4.443
C 0.390 -0.444 -4.917
C -0.073 -0.105 -6.189
C -0.653 -1.070 -6.996
C -0.816 -2.372 -6.527
H 0.428 -1.958 -3.413
H 0.903 0.340 -4.369
H 0.102 0.874 -6.618
H -0.885 -0.890 -8.037
H -1.280 -3.138 -7.137